97
Properties=species:S:1:pos:R:3:forces:R:3 method="wB97M-V/def2-TZVPD" spin_multiplicity=3 gap_ev="6.00 / 6.96" s2=2.02 charge=+3 e_lumo_ev="-11.289 / -10.510" homo_ev="-17.29 / -17.47"
Mo 1.0483 0.1169 -1.1306 0.401 -0.303 1.864
C 2.1550 -4.2263 0.2000 0.117 0.239 -0.055
C 1.4087 -3.2072 -0.6583 0.091 0.067 -0.189
C 0.8278 -3.9007 -1.8985 0.117 0.202 0.035
C 0.3066 -2.5459 0.1080 0.120 -0.574 0.116
C -0.6640 -3.0920 0.9182 0.243 0.430 -0.298
C -1.5256 -2.0348 1.2718 0.487 0.062 -0.353
C -2.6807 -2.0961 2.2014 -0.160 -0.085 0.206
C -2.1209 -2.2498 3.6265 -0.104 0.172 -0.124
C -3.5942 -3.2811 1.8758 0.026 0.263 -0.107
N -1.0546 -0.9220 0.6872 -0.577 0.159 0.446
N 0.0882 -1.2065 0.0081 0.241 -0.232 -0.147
B -1.6519 0.4805 0.4305 0.089 -0.133 0.089
N -1.8304 0.5636 -1.1289 -0.603 0.215 0.428
N -0.7104 0.4175 -1.8934 -0.468 0.251 -0.527
C -1.0819 0.3904 -3.2034 -0.476 0.022 -0.818
C -2.4499 0.5046 -3.2685 0.858 0.004 0.130
C -2.9050 0.5928 -1.9376 0.338 -0.056 -0.460
C -4.3556 0.5920 -1.6113 -0.252 -0.025 0.499
C -4.7487 -0.7627 -1.0032 0.039 0.064 -0.256
C -4.8222 1.7493 -0.7288 0.045 0.007 -0.145
C -0.0356 0.2324 -4.2635 -0.120 -0.063 -0.010
C -0.4051 -0.8802 -5.2546 0.066 0.060 0.070
C 1.3342 -0.0563 -3.6356 -0.403 0.099 0.026
N -0.5893 1.5037 0.8826 -0.516 -0.077 0.435
N 0.5570 1.6215 0.1411 0.150 0.192 -0.333
C 1.1300 2.8087 0.4481 -0.038 0.751 0.276
C 0.4021 3.3853 1.4741 -0.016 -0.621 -0.332
C -0.6761 2.5432 1.7387 0.722 0.310 -0.168
C -1.6742 2.8464 2.8050 -0.573 -0.097 0.013
C -2.8866 3.5678 2.2008 0.172 0.040 0.150
C -2.0810 1.6606 3.6774 0.187 0.169 -0.020
C 2.2576 3.5164 -0.2422 0.331 -0.119 -0.120
C 3.4271 3.7312 0.7255 -0.135 0.068 -0.083
C 2.7025 2.9077 -1.5712 -0.166 0.039 0.209
H 3.0343 -4.5903 -0.3225 0.113 -0.030 -0.046
H 1.5273 -5.0880 0.4031 -0.150 -0.095 0.064
H 2.4570 -3.7978 1.1510 0.098 -0.042 0.155
H 2.1152 -2.4112 -0.9924 -0.181 -0.393 0.173
H 0.1455 -4.6899 -1.6000 -0.124 -0.094 0.029
H 1.6284 -4.3527 -2.4774 0.054 -0.024 -0.103
H 0.2791 -3.2040 -2.5334 -0.070 0.026 -0.104
H -0.7572 -4.1204 1.2012 -0.029 -0.208 0.097
H -3.2507 -1.1651 2.1449 0.070 -0.029 -0.050
H -1.5639 -3.1781 3.7228 0.060 -0.101 0.014
H -2.9505 -2.2780 4.3269 -0.036 0.011 0.114
H -1.4704 -1.4183 3.8849 0.075 0.080 0.107
H -3.0708 -4.2213 2.0208 0.033 -0.151 -0.005
H -3.9581 -3.2306 0.8528 -0.078 -0.079 -0.098
H -4.4489 -3.2677 2.5463 -0.063 -0.029 0.041
H -2.6742 0.6504 0.9642 -0.315 0.019 0.199
H -3.0669 0.5328 -4.1433 -0.129 -0.038 -0.189
H -4.8657 0.6822 -2.5750 0.144 -0.002 0.059
H -4.2959 -0.8966 -0.0251 0.039 -0.007 0.170
H -4.4499 -1.5845 -1.6504 0.001 -0.129 -0.022
H -5.8286 -0.7942 -0.8952 -0.105 -0.043 0.070
H -4.6134 1.5658 0.3199 0.061 -0.021 0.119
H -5.8977 1.8516 -0.8374 -0.102 0.039 0.032
H -4.3630 2.6855 -1.0336 0.000 0.173 0.029
H 0.0237 1.1694 -4.8338 0.104 -0.062 0.183
H -0.5581 -1.8289 -4.7428 0.003 -0.083 0.038
H 0.3870 -1.0000 -5.9892 0.038 -0.030 -0.079
H -1.3153 -0.6325 -5.7919 -0.089 0.029 -0.017
H 1.3076 -1.0353 -3.0868 0.161 0.051 -0.255
H 1.6447 0.7882 -2.9577 0.366 0.114 -0.932
H 2.0913 -0.1366 -4.4180 0.175 -0.014 0.346
H 0.6030 4.3210 1.9511 0.062 0.257 0.138
H -1.1691 3.5669 3.4587 0.019 -0.108 -0.148
H -3.4352 2.9241 1.5218 -0.088 -0.103 -0.078
H -2.5703 4.4565 1.6619 -0.042 0.119 -0.090
H -3.5519 3.8769 3.0015 -0.109 0.029 0.040
H -2.7480 0.9747 3.1669 -0.097 -0.120 -0.115
H -2.6020 2.0406 4.5523 -0.061 -0.030 0.064
H -1.2019 1.1215 4.0231 0.060 -0.139 0.085
H 1.8648 4.5153 -0.4776 -0.037 -0.207 0.047
H 3.8282 2.7883 1.0843 0.041 0.112 0.021
H 3.0996 4.3105 1.5822 0.032 0.068 0.146
H 4.2160 4.2874 0.2307 0.148 0.082 -0.045
H 3.1598 1.9133 -1.4471 -0.101 0.240 -0.140
H 3.4666 3.5519 -2.0065 0.013 -0.112 -0.119
H 1.8638 2.8931 -2.2794 0.083 -0.114 -0.027
C 6.1278 0.5173 -0.8828 0.042 0.084 -0.086
C 5.5016 -0.4892 0.0637 -0.257 0.393 -0.117
S 3.9576 0.2494 0.7135 0.783 -1.246 0.655
O 2.9236 -0.1330 -0.3888 -0.660 0.044 -0.787
C 3.5281 -0.8735 2.0903 -0.195 0.417 -0.145
C 2.4170 -0.2385 2.9084 -0.097 0.152 -0.029
H 7.0259 0.1002 -1.3343 -0.022 -0.066 -0.010
H 6.4195 1.4133 -0.3409 0.034 0.119 -0.020
H 5.4425 0.7930 -1.6834 0.023 0.007 -0.100
H 6.1561 -0.6690 0.9125 -0.093 -0.082 0.243
H 5.2467 -1.4302 -0.4237 -0.148 -0.052 0.149
H 4.4332 -0.9785 2.6833 0.197 -0.052 -0.039
H 3.2363 -1.8368 1.6689 0.209 0.057 -0.139
H 2.7363 0.7215 3.3146 -0.032 0.002 0.030
H 2.1602 -0.8836 3.7463 -0.015 -0.059 -0.006
H 1.5203 -0.0793 2.3048 -0.051 -0.027 0.039



53
Properties=species:S:1:pos:R:3:forces:R:3 method="wB97M-V/def2-TZVPD" gap_ev=7.81 charge=-1 e_lumo_ev=2.994 homo_ev=-4.81
B 0.4172 -0.0741 0.2081 -0.197 0.067 2.063
H 0.1464 -1.1113 0.0856 3.300 -0.865 -4.838
H -0.1500 0.5326 -0.4808 -0.955 2.262 -1.160
H 0.2418 0.2378 1.2260 1.186 1.104 1.871
H 1.4633 -0.0136 -0.0495 2.899 -3.127 1.617
C -0.8028 -0.8847 2.5956 0.007 -1.380 0.925
O -0.6802 -1.6570 1.4360 -3.870 -2.804 6.793
H -1.7922 -0.9896 3.0409 -0.317 0.024 -0.094
H -0.0723 -1.2753 3.3040 -0.156 0.070 0.410
H -0.6228 0.1762 2.4219 -0.414 -0.832 1.027
H -0.1987 -1.1660 0.7661 -2.289 -0.797 4.672
C -2.1480 -1.1032 -0.4745 -0.085 0.114 -0.480
O -1.0348 -0.9338 -1.3234 -3.749 -3.749 -3.538
H -3.0668 -1.2686 -1.0372 0.024 0.253 -0.411
H -1.9515 -1.9411 0.1944 -0.977 0.198 -0.303
H -2.1480 -0.1549 0.0629 -1.493 -0.770 0.392
H -0.2983 -0.5652 -0.8301 -2.367 -0.888 -2.057
C 1.1178 -0.5134 -2.6478 -0.024 -0.463 -1.216
O 1.4788 -1.3219 -1.5161 2.087 8.612 -5.573
H 0.0785 -0.7236 -2.9006 0.667 -0.332 -0.188
H 1.1807 0.5696 -2.5427 0.545 -0.218 0.488
H 1.7230 -0.7785 -3.5147 0.338 -0.213 0.234
H 1.1433 -0.9089 -0.7170 1.178 -1.095 -0.462
C -1.4133 2.4242 0.5240 -0.645 0.267 0.070
O -1.4117 1.1639 1.1702 -3.758 3.984 1.104
H -2.3269 3.0077 0.6383 -0.578 -0.563 0.469
H -0.6325 3.0783 0.9119 -0.559 -0.139 -0.028
H -1.3393 2.2998 -0.5563 0.422 0.350 0.195
H -0.7549 0.5959 0.7608 -1.113 1.255 0.063
C 1.3796 2.5865 0.2212 0.667 0.241 -1.087
O 1.7359 1.4859 -0.5765 3.838 6.284 -1.791
H 0.5676 3.0879 -0.3055 0.666 0.629 0.125
H 0.9802 2.2587 1.1810 0.305 0.032 0.268
H 2.2426 3.2350 0.3721 -0.019 0.137 0.063
H 1.1477 0.7924 -0.2688 1.059 3.720 -1.902
C 1.7814 0.1198 2.9758 1.344 0.055 -0.636
O 1.8787 -0.8529 1.9137 1.715 0.045 3.523
H 0.9625 0.8371 2.9231 -0.108 -0.216 -0.345
H 1.7082 -0.3389 3.9619 0.107 -0.287 -0.130
H 2.6725 0.7462 2.9337 0.339 -0.008 0.224
H 1.2936 -0.5541 1.2138 1.406 -0.335 1.405
C 0.7151 -3.0551 0.1027 0.171 -0.593 -2.106
O 1.4046 -3.2525 -1.1144 0.397 -9.363 2.705
H 0.4329 -3.9367 0.6783 0.404 -0.533 -0.294
H 1.2525 -2.4139 0.8014 0.017 -0.442 -0.240
H -0.2384 -2.6633 -0.2515 0.102 -0.232 0.546
H 1.5155 -2.4172 -1.5743 -0.041 -1.597 -0.385
C -1.4203 1.0420 -2.4153 -0.977 0.779 -1.102
O -1.6696 2.2424 -3.1905 0.606 0.270 0.169
H -1.3474 0.1543 -3.0436 -0.546 0.550 -0.160
H -0.4637 1.1049 -1.8967 -0.568 0.941 -0.801
H -2.2144 0.9430 -1.6752 -0.006 -0.112 -0.265
H -2.4631 2.1472 -3.7223 0.012 -0.289 0.173



8
Properties=species:S:1:pos:R:3:forces:R:3 method="wB97M-V/def2-TZVPD" gap_ev="4.29 / 5.42" charge=+1 e_lumo_ev="-7.755 / -7.753" homo_ev="-12.05 / -13.17"
C 1.4317 -0.8659 1.5524 -0.123 0.193 -1.983
P -1.6889 0.0757 -0.7602 1.065 0.373 -1.375
Cl 1.3868 0.7051 2.0464 0.391 -0.357 0.113
Cl 2.3789 -1.3121 0.2262 -0.421 0.446 1.301
Cl 0.2884 -1.9232 2.0739 0.208 -0.185 0.415
Cl -2.8008 -0.0681 -2.3992 0.028 -0.090 0.224
Cl -1.7619 1.9825 -0.3067 -0.388 0.532 0.471
Cl 0.7658 1.4059 -2.4329 -0.760 -0.913 0.834



97
Properties=species:S:1:pos:R:3:forces:R:3 method="wB97M-V/def2-TZVPD" spin_multiplicity=4 gap_ev="7.05 / 5.84" s2=3.82 charge=+3 e_lumo_ev="-9.536 / -11.606" homo_ev="-16.59 / -17.44"
C 2.3486 -1.2221 -1.2753 0.146 -0.567 -0.383
C 1.8630 0.9767 -2.0142 0.293 -0.767 -0.870
C 3.3585 -1.3324 -2.2372 -0.238 0.335 -0.203
C 2.7162 0.8045 -3.1377 -0.304 0.611 0.994
C 3.4997 -0.3364 -3.2176 0.149 -0.650 0.587
H 3.9665 -2.2312 -2.2057 0.080 0.238 -0.251
H 2.8181 1.6472 -3.8251 0.108 -0.357 0.145
H 4.2666 -0.4460 -3.9791 -0.232 0.025 -0.034
N 1.5788 -0.1307 -1.2132 -0.319 1.385 0.739
P 0.4361 -2.3285 0.4751 1.470 -3.495 -0.153
P 0.2963 2.2668 -0.1459 0.483 2.086 -0.995
C 2.1013 -2.3721 -0.3147 0.498 0.381 -0.342
H 2.2548 -3.3234 -0.8435 -0.175 0.226 0.189
H 2.8875 -2.3712 0.4573 -0.275 0.247 -0.099
C -1.6027 -0.4404 1.4349 -5.433 -0.741 3.888
O -2.4370 -0.6694 2.2437 3.691 0.845 -3.334
C 1.3080 2.2677 -1.6942 -3.029 -2.814 -0.649
H 0.8285 2.7422 -2.5236 0.495 0.950 -0.619
C -1.4992 3.1959 -0.1806 0.235 0.106 -0.158
C 1.7217 3.4002 0.4760 0.053 -0.149 1.217
C -0.5091 -3.6106 -0.6320 -0.372 0.114 -0.053
C 0.8339 -3.2144 2.1584 -0.413 0.412 0.422
C -2.6476 2.2538 0.1986 -0.009 -0.296 0.057
H -2.5879 1.8800 1.2266 -0.020 0.183 -0.153
H -3.5983 2.8029 0.1034 0.389 -0.016 0.074
H -2.7145 1.4080 -0.4932 -0.110 0.270 0.277
C -1.5444 4.4067 0.7466 0.121 0.192 0.165
H -1.4027 4.1216 1.7957 -0.055 0.089 -0.217
H -0.8289 5.1917 0.4781 -0.148 -0.223 0.108
H -2.5466 4.8583 0.6753 0.231 -0.203 -0.082
C -1.6990 3.5699 -1.6361 0.023 0.023 -0.405
H -2.7302 3.9215 -1.7986 0.291 0.010 0.134
H -1.0106 4.3467 -1.9884 -0.116 -0.136 0.042
H -1.5732 2.6679 -2.2443 -0.005 0.366 0.158
C 1.5207 3.9066 1.8886 0.055 0.308 0.415
H 1.5412 3.0718 2.5919 0.096 0.371 0.006
H 2.3663 4.5807 2.0952 -0.287 -0.211 0.180
H 0.5981 4.4769 2.0195 0.296 -0.102 0.022
C 3.0164 2.5768 0.4558 0.136 -0.153 -0.117
H 2.8821 1.6158 0.9665 0.194 0.165 0.053
H 3.3629 2.3888 -0.5646 0.060 0.019 0.256
H 3.8087 3.1508 0.9555 -0.238 -0.174 -0.009
C 1.8437 4.5814 -0.4943 -0.211 0.061 -0.528
H 2.2705 4.2493 -1.4617 -0.165 0.420 0.518
H 0.8659 5.0556 -0.6905 0.541 -0.002 0.061
H 2.5304 5.3272 -0.0557 -0.349 -0.298 -0.156
C -0.5066 -3.5596 2.8266 -0.147 -0.094 0.115
H -0.3158 -3.8996 3.8580 -0.049 0.112 -0.334
H -1.1766 -2.6896 2.8773 0.157 -0.259 0.079
H -1.0404 -4.3720 2.3159 0.182 0.249 0.164
C 1.5985 -2.2297 3.0534 0.012 0.281 0.045
H 2.5408 -1.9021 2.5944 -0.142 -0.028 0.152
H 1.0037 -1.3420 3.2879 0.135 -0.208 -0.036
H 1.8512 -2.7330 4.0024 -0.109 0.179 -0.381
C 1.7237 -4.4687 2.0631 0.016 -0.266 -0.385
H 2.6586 -4.2784 1.5210 -0.153 -0.090 0.169
H 1.9982 -4.7696 3.0875 -0.107 0.277 -0.294
H 1.2329 -5.3379 1.6179 0.185 0.346 0.156
C -0.1784 -3.3150 -2.1039 0.023 0.202 -0.047
H 0.8670 -3.5494 -2.3465 -0.324 0.060 -0.009
H -0.8099 -3.9447 -2.7522 0.186 0.186 0.289
H -0.3774 -2.2696 -2.3611 0.140 -0.206 -0.098
C -2.0172 -3.4641 -0.3817 -0.187 -0.019 -0.015
H -2.3632 -2.4299 -0.4978 -0.037 -0.329 0.047
H -2.5481 -4.0838 -1.1251 0.118 0.225 0.326
H -2.3032 -3.8220 0.6181 0.050 0.145 -0.331
C -0.1318 -5.0749 -0.3693 0.107 -0.191 0.082
H 0.9434 -5.2623 -0.4854 -0.266 0.001 0.046
H -0.4723 -5.4361 0.6092 0.153 0.136 -0.343
H -0.6450 -5.6982 -1.1211 0.130 0.325 0.166
Re -0.2529 -0.0927 0.1250 3.816 1.320 2.397
N -1.4049 -0.2925 -1.3206 -4.803 -1.554 -4.098
C -2.2839 -0.4815 -2.1644 5.185 3.312 1.154
C -2.4315 0.0749 -3.6934 -1.283 -0.656 -1.120
C -1.5536 1.2175 -4.2566 0.657 0.512 0.650
C -2.0351 -1.1807 -4.4743 0.383 -0.990 -0.069
C -3.9194 0.4071 -3.8834 -0.839 -0.092 0.466
H -1.7837 2.2186 -3.8798 -0.076 -0.434 -0.005
H -0.4749 1.0320 -4.1401 -0.253 -0.034 0.180
H -1.6902 1.3370 -5.3483 -0.392 -0.681 0.441
H -2.4272 -2.0920 -3.9974 0.021 0.192 -0.307
H -2.3733 -1.1760 -5.5254 -0.022 0.315 0.535
H -0.9359 -1.2584 -4.4926 -0.322 -0.108 0.006
H -4.2790 0.2618 -4.9288 0.537 0.127 0.723
H -4.4893 -0.2713 -3.2231 -0.107 0.284 -0.544
H -4.1726 1.4412 -3.5668 0.278 -0.570 -0.204
C 0.8026 1.6993 5.7084 0.642 0.684 0.192
N 0.0938 0.8520 4.7352 -0.019 0.226 -0.710
C -0.9315 -0.0868 5.2355 -0.451 -0.670 -0.278
C 0.3187 0.9446 3.4498 0.534 -0.481 -1.214
N 0.5736 0.9344 2.2848 -1.230 -1.010 1.713
H 0.4334 1.4604 6.7131 0.111 0.051 -0.427
H 0.6169 2.7634 5.5047 -0.007 -0.336 0.099
H 1.8871 1.5192 5.6769 -0.372 -0.034 -0.001
H -1.8479 -0.0076 4.6353 0.247 0.063 0.314
H -0.5743 -1.1290 5.1809 -0.025 0.421 0.084
H -1.1559 0.1544 6.2813 0.084 0.023 -0.436



13
Properties=species:S:1:pos:R:3:forces:R:3 method="wB97M-V/def2-TZVPD" gap_ev=9.99 e_lumo_ev=0.727 homo_ev=-9.26
C 3.6534 1.1149 -0.4016 0.929 -1.570 0.453
C 2.5919 1.7168 -0.7756 -2.933 0.712 0.129
C -2.4990 -0.7131 1.6126 -1.690 -1.627 -0.106
O 4.5487 0.4527 -0.0730 0.183 0.453 0.058
S -1.6581 0.7298 0.9227 -1.278 1.302 0.167
H 3.1760 -1.4890 -1.9463 -1.826 -0.164 -0.046
H 2.4630 2.2987 -1.6370 0.777 0.799 -1.165
H 2.3767 -1.5534 -1.9706 1.834 0.149 0.048
H 1.5754 1.5827 -0.3672 1.014 -0.387 0.534
H -1.9221 -1.6591 1.5855 0.497 0.890 -0.565
H -2.7642 -0.7222 2.7050 -0.131 0.801 -1.122
H -3.3814 -0.9672 0.9253 0.954 0.489 1.385
H -2.7613 1.6945 0.8685 1.670 -1.847 0.229



Number 1: F_max 0.0375 Eh/bohr, DFT total energy -57388.5835 eV. Number 2: F_max 0.2036 Eh/bohr, DFT total energy -25912.0637 eV. Number 3: F_max 0.0388 Eh/bohr, DFT total energy -85449.9853 eV. Number 4: F_max 0.1307 Eh/bohr, DFT total energy -62795.7758 eV. Number 5: F_max 0.0587 Eh/bohr, DFT total energy -16120.5615 eV.